1.
{"formula": "C14H38BrFN3O3S", "method": "ωB97M-V/def2-TZVPD", "symbols": ["C", "C", "Br", "C", "S", "F", "C", "C", "N", "N", "N", "H", "H", "H", "H", "H", "H", "H", "H", "H", "H", "H", "H", "H", "H", "C", "C", "C", "O", "H", "H", "H", "H", "H", "H", "H", "H", "C", "C", "C", "O", "H", "H", "H", "H", "H", "H", "H", "H", "C", "C", "C", "O", "H", "H", "H", "H", "H", "H", "H", "H"], "xyz": [[-0.7136, 0.1390, -0.9523], [-0.6039, 0.1518, 0.7126], [-2.4889, -0.0648, 1.4264], [-0.0201, 1.5813, 1.2945], [1.7785, 1.5084, 1.8475], [2.5992, 0.1395, 1.1798], [2.5732, 3.0125, 0.9780], [1.8618, 4.4299, 1.3935], [1.4183, 4.2733, 2.8613], [0.7168, 4.8600, 0.5037], [2.8476, 5.6170, 1.4117], [-0.1030, -0.8065, -1.2942], [-0.1731, 1.0715, -1.4473], [-1.8362, 0.1404, -1.2893], [0.0048, -0.7913, 1.0458], [-0.1100, 2.3549, 0.3932], [-0.6894, 2.0213, 2.1786], [3.7115, 3.0325, 1.2817], [2.4758, 2.7631, -0.1850], [2.2978, 4.4032, 3.4303], [0.7358, 5.0422, 3.0406], [-0.2244, 4.6634, 0.9363], [0.7816, 4.4751, -0.4640], [3.7874, 5.3147, 1.7511], [2.8782, 5.9173, 0.3969], [-3.8705, 3.2532, -3.9676], [-2.5939, 2.4443, -3.8015], [-2.1300, 1.8626, -5.1273], [-2.8228, 1.3854, -2.8754], [-4.6864, 2.6252, -4.3425], [-4.1993, 3.6556, -3.0034], [-3.7228, 4.0857, -4.6625], [-1.8066, 3.0809, -3.3833], [-2.8841, 1.1852, -5.5434], [-1.2172, 1.2728, -4.9904], [-1.9301, 2.6533, -5.8571], [-3.5206, 0.8150, -3.2385], [-3.5265, -3.5180, 2.4975], [-3.6377, -4.5374, 1.3749], [-3.1571, -5.9087, 1.8220], [-2.8582, -4.1030, 0.2637], [-2.4856, -3.4013, 2.8192], [-3.8643, -2.5331, 2.1578], [-4.1281, -3.8157, 3.3621], [-4.6784, -4.6034, 1.0395], [-2.1030, -5.8768, 2.1198], [-3.2312, -6.6292, 1.0003], [-3.7475, -6.2781, 2.6663], [-1.9325, -4.0414, 0.5524], [3.5455, -2.5708, -0.3410], [4.0490, -3.7129, 0.5272], [4.7293, -3.1951, 1.7844], [4.9725, -4.5015, -0.2188], [4.3739, -1.9320, -0.6674], [3.0692, -2.9580, -1.2481], [2.8207, -1.9540, 0.1994], [3.2112, -4.3625, 0.8030], [5.5997, -2.5784, 1.5334], [5.0975, -4.0277, 2.3934], [4.0400, -2.5970, 2.3885], [5.7198, -3.9328, -0.4681]], "forces_ev_per_angstrom": [[0.7542, -0.0495, 0.3769], [0.3416, -0.1328, -0.9659], [1.5217, 0.2665, -0.2848], [-1.7369, 0.2861, -1.8490], [0.7575, -0.0623, -0.0345], [-2.0312, 2.8767, 0.4600], [0.9057, -0.2498, -1.6744], [-0.0813, 1.2766, 1.3164], [0.5475, -0.1203, -1.8045], [0.4159, -1.4846, 1.1000], [-0.7586, -2.2270, -2.0568], [-1.5218, 1.7977, 0.4613], [-1.1731, -1.8096, 1.1724], [2.5033, -0.0889, 0.6170], [-1.2130, 2.0374, -0.3357], [0.4609, -1.6755, 2.0303], [2.0266, -1.2116, -1.4808], [-2.3598, -0.3746, -0.4942], [0.3249, 0.6759, 2.4998], [-1.6017, 0.1229, -0.6028], [1.0859, -0.6482, 0.1173], [1.5270, 0.1867, -0.7789], [-0.1646, 0.4132, 1.2693], [-0.8871, 0.3996, -0.6209], [0.4854, -0.1028, 1.6485], [-0.0692, 0.3124, 0.1946], [-0.5569, -0.1759, -0.5967], [0.3470, -0.0319, -0.0944], [-0.0455, -0.2364, 0.2550], [0.1638, 0.0195, -0.0850], [0.0984, -0.0114, -0.1375], [-0.0667, -0.1089, 0.0683], [-0.0626, -0.1849, 0.1378], [-0.0282, 0.1759, 0.0452], [-0.0828, 0.1338, -0.0146], [-0.0412, -0.1297, 0.0516], [0.2535, 0.2788, 0.1031], [-0.3049, 0.2407, 0.0795], [0.5294, -0.0858, 0.4405], [-0.1618, -0.3184, -0.1038], [0.1579, 0.2069, -0.2937], [-0.0368, -0.1457, 0.0122], [-0.0441, -0.2309, 0.0509], [0.1048, 0.0514, -0.0625], [0.2268, 0.0830, -0.1570], [-0.0957, 0.1052, 0.0826], [-0.0698, 0.1267, 0.1312], [0.1084, 0.0123, -0.0822], [-0.4476, -0.1176, -0.0709], [-0.3243, -0.0063, -0.2625], [0.5368, 0.4025, -0.1006], [0.0000, -0.1516, 0.3289], [-0.0115, -0.0385, -0.0650], [-0.0104, -0.0167, 0.1568], [0.0254, 0.0149, 0.1655], [0.0667, -0.0693, -0.0737], [0.2197, -0.0793, -0.1480], [-0.1354, 0.0360, -0.0682], [-0.1396, 0.1214, -0.0925], [0.0820, -0.0247, -0.0047], [-0.3146, -0.2590, 0.1238]], "mulliken_charge": [-0.8759, 0.0254, -0.0949, -0.5121, 0.4207, -0.1298, -0.8492, 0.4917, -0.5884, -0.5528, -0.5932, 0.2684, 0.2216, 0.2981, 0.4158, 0.1243, 0.4724, 0.3973, 0.3192, 0.2708, 0.2940, 0.2940, 0.2923, 0.3037, 0.2896, -1.3454, 0.4924, -1.2745, -0.4431, 0.3538, 0.3273, 0.3816, 0.1683, 0.3384, 0.3070, 0.3873, 0.3089, -0.9791, 0.3237, -1.2015, -0.5263, 0.2971, 0.0787, 0.3860, 0.2943, 0.3046, 0.3209, 0.3590, 0.3301, -0.7841, 0.2954, -1.1810, -0.5404, 0.3342, 0.3368, -0.0407, 0.2872, 0.3166, 0.3291, 0.3007, 0.3537], "homo_lumo_gap_ev": 6.7, "energy_ha": -4017.85947, "e_lumo_ev": -5.270, "charge": 1, "homo_ev": -11.94}

***

2.
{"formula": "C14H38F5NO10S", "method": "ωB97M-V/def2-TZVPD", "symbols": ["C", "C", "C", "O", "C", "O", "C", "O", "N", "S", "C", "F", "F", "C", "F", "F", "F", "H", "H", "H", "H", "H", "H", "H", "H", "H", "H", "C", "O", "H", "H", "H", "H", "C", "O", "H", "H", "H", "H", "C", "O", "H", "H", "H", "H", "C", "O", "H", "H", "H", "H", "C", "O", "H", "H", "H", "H", "C", "O", "H", "H", "H", "H", "C", "O", "H", "H", "H", "H"], "xyz": [[2.5943, -3.3316, 4.0511], [3.3032, -2.1089, 3.4870], [2.3530, -1.3510, 2.5775], [1.3635, -0.7640, 3.4023], [0.4015, -0.0397, 2.7413], [-0.0932, -0.6446, 1.5287], [-1.1950, -1.3963, 1.6955], [-2.2158, -1.1833, 1.0729], [-1.0389, -2.4875, 2.6517], [-2.1587, -2.0968, 3.9856], [-1.3635, -3.7584, 2.0587], [-1.0544, -4.7015, 2.9696], [-2.6575, -3.9337, 1.7559], [-0.5367, -4.0767, 0.7859], [-1.0790, -3.5136, -0.2922], [0.7118, -3.6225, 0.9371], [-0.4925, -5.3999, 0.6097], [2.9727, -3.6288, 5.0186], [1.5354, -3.1485, 4.1663], [2.6805, -4.1469, 3.3457], [4.1591, -2.3922, 2.8950], [3.6060, -1.4150, 4.2607], [2.8728, -0.6026, 1.9820], [1.9305, -2.0646, 1.8835], [0.7333, 0.9567, 2.4805], [-0.4304, 0.0719, 3.4289], [-2.3372, -3.2902, 4.5718], [-1.1737, 1.9040, -0.5023], [0.1796, 1.5113, -0.7221], [-1.2678, 2.9546, -0.7655], [-1.8470, 1.3159, -1.1253], [-1.4437, 1.7732, 0.5503], [0.2363, 0.5824, -0.4832], [-5.2302, 0.4757, -1.0820], [-3.9779, 0.1235, -1.6661], [-5.8960, 0.7682, -1.8892], [-5.6620, -0.3769, -0.5520], [-5.1175, 1.3165, -0.3928], [-3.3929, -0.1397, -0.9503], [1.9201, 3.2597, -2.4755], [2.6261, 4.3834, -3.0263], [1.3771, 3.6008, -1.6025], [1.2126, 2.8602, -3.2023], [2.6184, 2.4764, -2.1759], [3.0863, 4.0711, -3.8125], [6.1402, 5.0720, -1.8469], [5.4612, 4.3525, -2.8691], [7.2094, 4.9781, -2.0227], [5.8696, 6.1308, -1.8688], [5.9080, 4.6602, -0.8615], [4.5068, 4.4350, -2.7119], [-6.2675, -2.5753, 5.1049], [-5.7457, -1.4011, 4.4914], [-6.7588, -2.2746, 6.0261], [-6.9991, -3.0658, 4.4579], [-5.4686, -3.2835, 5.3458], [-5.3094, -1.6663, 3.6778], [7.9789, 3.0848, -5.6437], [6.8438, 2.6910, -4.8868], [8.3334, 2.2138, -6.1899], [7.7229, 3.8689, -6.3628], [8.7834, 3.4413, -4.9928], [6.5272, 3.4613, -4.4014], [-6.5961, -0.6295, -4.7367], [-5.5207, 0.0398, -5.3848], [-7.4301, -0.6787, -5.4317], [-6.3051, -1.6456, -4.4574], [-6.9093, -0.0784, -3.8459], [-4.7873, 0.0794, -4.7655]], "forces_ev_per_angstrom": [[0.0546, 0.0537, -0.0901], [-0.7704, 0.3942, -0.1016], [0.8162, -0.2479, -0.0354], [-0.4148, -0.1748, -0.2069], [0.0550, 0.0021, 0.8113], [-0.4544, -0.1515, -0.0158], [-1.2738, 0.7159, -1.2625], [1.6191, -0.4704, 0.8622], [-0.7095, -0.2199, -0.0529], [-0.2743, 0.5416, 0.2197], [0.2653, -0.0917, 0.2686], [0.0581, -0.1192, 0.2284], [-0.3132, -0.0036, -0.1316], [0.1519, -0.2382, -0.0827], [0.1607, -0.0351, 0.0986], [-0.1128, -0.1658, -0.2254], [-0.0487, 0.3821, -0.0591], [0.2376, -0.2160, 0.1598], [-0.3305, 0.2104, 0.1314], [0.1025, -0.4057, -0.0513], [0.4583, -0.0844, -0.0501], [0.2845, 0.0417, 0.2726], [0.0900, 0.3698, 0.0129], [-0.3831, -0.0057, -0.1600], [0.2951, 0.1539, -0.6014], [-0.1582, 0.0186, 0.2152], [0.4753, -0.1805, -0.2971], [0.2358, -0.2260, 0.0647], [-0.0920, 0.1047, 0.0382], [0.0432, 0.0152, -0.0283], [-0.1193, 0.1352, -0.0284], [-0.1110, 0.0644, -0.0235], [0.0851, -0.0699, 0.0501], [0.3084, -0.1133, 0.0214], [-0.2046, 0.0651, -0.0514], [-0.0125, 0.0196, -0.0162], [-0.0978, 0.0615, 0.0175], [-0.0930, 0.0028, 0.0133], [0.0689, -0.1428, 0.0553], [0.1745, 0.0968, -0.1800], [0.1445, -0.1488, 0.0703], [0.0163, 0.0651, 0.0237], [-0.0408, -0.0445, 0.0629], [-0.0745, -0.0484, 0.0441], [-0.2370, 0.0325, -0.2175], [-0.2038, -0.0590, -0.1035], [0.1186, 0.0869, 0.0482], [0.0129, -0.0226, -0.0175], [0.0536, 0.0126, 0.0549], [0.0569, 0.0432, 0.0307], [0.0889, 0.0467, 0.0891], [0.1201, 0.1079, -0.2164], [-0.0486, -0.0986, 0.1550], [0.0018, 0.0373, 0.0166], [-0.0189, -0.0553, 0.0636], [-0.0596, -0.0511, 0.0429], [0.0746, 0.0457, -0.0768], [-0.2531, 0.0238, 0.1825], [0.2238, 0.0195, -0.2197], [0.0020, -0.0257, -0.0080], [0.0937, 0.0022, -0.0357], [0.0612, 0.0132, -0.0761], [-0.2216, -0.0599, 0.2429], [0.3518, 0.1003, 0.0377], [-0.1795, -0.0366, -0.0517], [0.0179, 0.0321, -0.0585], [-0.1269, -0.0170, 0.0623], [-0.1212, -0.1064, 0.0207], [0.0807, 0.0179, 0.0438]], "mulliken_charge": [-0.9619, -0.6677, -0.0309, -0.3074, -0.5281, -0.0568, -0.0125, -0.5293, 0.3459, -0.2077, 0.6684, -0.2999, -0.2643, 0.5703, -0.2199, -0.2404, -0.2559, 0.3710, 0.1617, 0.2790, 0.3845, 0.3598, 0.3972, 0.0257, 0.3778, 0.4086, 0.1974, -0.4031, -0.4325, 0.3466, 0.1056, 0.2028, 0.2412, -0.5630, -0.4492, 0.1925, 0.2773, 0.2831, 0.2179, -0.4742, -0.6283, 0.1568, 0.3115, 0.2749, 0.3031, -0.6269, -0.5175, 0.2421, 0.2781, 0.2522, 0.3838, -0.4844, -0.4734, 0.2333, 0.2546, 0.2024, 0.2867, -0.5054, -0.4759, 0.2073, 0.2470, 0.2288, 0.3277, -0.4302, -0.5102, 0.2693, 0.2383, 0.1374, 0.3072], "homo_lumo_gap_ev": 9.3, "energy_ha": -2260.74020, "e_lumo_ev": -0.431, "charge": 0, "smiles": "CCCOCOC(=O)N(S)C(F)(F)C(F)(F)F.CO.CO.CO.CO.CO.CO.CO", "homo_ev": -9.77}